Entry from the Open Molecules 2025 dataset: the molecule C7H11F3O in a non-equilibrium geometry (ωB97M-V/def2-TZVPD).

Structure (XYZ):
```
22
Properties=species:S:1:pos:R:3:mulliken_charge:R:1
F -3.629 0.264 0.236 -0.253
F -1.321 0.441 1.855 -0.314
F -2.363 0.192 -1.586 -0.227
O 0.298 -0.272 -1.519 -0.569
C 0.260 -2.583 0.371 -1.268
C 0.992 -1.224 0.548 -0.701
C 0.430 -0.040 -0.201 0.667
C 0.450 2.460 -0.507 -1.013
C -1.276 0.251 0.482 -0.107
C 1.139 1.283 0.155 -0.678
C -2.361 0.341 -0.223 0.570
H -0.783 -2.480 0.545 0.366
H 0.789 -3.197 1.177 0.333
H 1.388 1.551 1.202 0.349
H -0.222 2.954 0.273 0.266
H -0.239 2.178 -1.388 0.231
H 1.940 -1.220 0.107 0.455
H 1.098 -1.069 1.721 0.307
H -0.193 -1.104 -1.821 0.412
H 1.125 3.362 -0.647 0.356
H 2.163 0.976 -0.180 0.452
H 0.317 -3.064 -0.599 0.364
```

Results
orbital gap	10.282	eV
strongest force on any atom	6.272	eV/Å
calculated total energy	-17634.141	eV
charge	0
LUMO level	0.66	eV
highest occupied orbital energy	-9.63	eV



Entry from the Open Molecules 2025 dataset: the molecule C5H10N2O in a non-equilibrium geometry (ωB97M-V/def2-TZVPD).

Structure (XYZ):
```
18
Properties=species:S:1:pos:R:3:mulliken_charge:R:1
O 0.190 1.691 0.795 -0.507
N 2.197 -0.255 -0.258 -0.737
N 0.837 -0.598 0.079 0.059
C 0.792 -1.206 1.410 -0.715
C -0.496 0.950 -1.502 -0.921
C -1.318 0.059 -0.392 0.284
C -0.050 0.596 -0.075 0.586
C -2.451 -0.557 -0.161 -0.832
H 1.478 -2.058 1.466 0.281
H -3.291 -0.460 -0.840 0.256
H 0.271 2.495 0.256 0.368
H -2.555 -1.221 0.691 0.216
H -0.919 1.932 -1.662 0.304
H 1.076 -0.506 2.203 0.313
H -0.199 0.318 -2.329 0.295
H 2.321 -0.349 -1.265 0.257
H -0.216 -1.569 1.623 0.207
H 2.334 0.737 -0.040 0.285
```

Results
orbital gap	9.592	eV
strongest force on any atom	3.339	eV/Å
calculated total energy	-10370.929	eV
charge	0
LUMO level	0.72	eV
highest occupied orbital energy	-8.87	eV



Entry from the Open Molecules 2025 dataset: a structure of composition C29H26N2P2PdS2 (ωB97M-V/def2-TZVPD).

Structure (XYZ):
```
62
Properties=species:S:1:pos:R:3:mulliken_charge:R:1
Pd -1.985 -0.817 -0.602 -0.529
S -1.556 0.767 -2.325 -0.519
S -1.696 -2.205 1.335 -0.462
P 0.019 -1.139 1.443 0.871
P 0.133 1.046 -1.236 0.786
N -3.787 -1.597 -1.324 0.102
N -5.455 -2.065 -2.664 0.076
C -5.718 -2.691 -1.469 -0.411
C 0.228 2.555 -0.307 0.556
C 1.672 0.639 -2.012 0.828
C 1.288 1.342 4.381 -0.819
C -0.762 4.630 0.376 -0.771
C -0.981 1.023 2.792 -0.334
C 1.865 -0.683 -2.429 -0.347
C 1.498 -3.438 1.526 -0.737
C 2.647 1.610 -2.238 -0.238
C 2.680 -4.159 1.457 -0.747
C -0.321 -0.238 -0.067 0.860
C -4.680 -2.402 -0.647 -0.642
C -6.277 -2.133 -3.872 -0.820
C -0.911 2.069 3.694 -0.718
C 3.822 1.251 -2.879 -0.735
C -4.295 -1.420 -2.539 -0.369
C 0.311 4.846 1.229 -0.575
C 1.532 -2.060 1.326 0.336
C 0.102 0.144 2.674 0.800
C -0.817 3.475 -0.388 -0.589
C 3.899 -2.138 0.944 -0.913
C 1.343 3.916 1.325 -0.859
C 3.872 -3.512 1.166 -0.590
C 3.047 -1.031 -3.054 -0.790
C 2.731 -1.405 1.027 0.462
C 4.021 -0.063 -3.280 -0.519
C 0.221 2.225 4.486 -0.538
C 1.309 2.768 0.557 0.278
C 1.239 0.300 3.469 -0.288
H 2.668 -5.228 1.623 0.447
H 4.940 -0.336 -3.782 0.446
H 0.348 5.748 1.825 0.458
H -6.608 -3.276 -1.317 0.416
H -1.657 3.290 -1.046 0.455
H -5.903 -2.906 -4.539 0.316
H 1.094 -1.432 -2.281 0.328
H 3.208 -2.050 -3.378 0.455
H 2.153 1.458 5.019 0.458
H 2.490 2.636 -1.929 0.469
H 2.753 -0.334 0.858 0.349
H 0.265 3.035 5.203 0.457
H -7.297 -2.367 -3.584 0.316
H 2.065 -0.394 3.396 0.487
H -1.556 5.361 0.305 0.464
H 0.561 -3.942 1.730 0.430
H 2.119 2.051 0.618 0.201
H 4.790 -4.081 1.108 0.445
H -1.879 0.875 2.202 0.389
H 4.580 1.999 -3.071 0.449
H 4.832 -1.643 0.711 0.490
H -4.524 -2.701 0.375 0.428
H 2.175 4.095 1.992 0.498
H -3.846 -0.848 -3.334 0.439
H -6.264 -1.170 -4.374 0.341
H -1.745 2.749 3.795 0.472
```

Results
orbital gap	6.030	eV
strongest force on any atom	0.194	eV/Å
calculated total energy	-77189.792	eV
charge	+2
LUMO level	-8.53	eV
highest occupied orbital energy	-14.56	eV



Entry from the Open Molecules 2025 dataset: a cluster of 2 separate species, C2HClF2S in total in a non-equilibrium geometry (ωB97M-V/def2-TZVPD).

Structure (XYZ):
```
7
Properties=species:S:1:pos:R:3:mulliken_charge:R:1
Cl -2.097 0.532 0.382 -0.079
S -0.799 -2.064 -0.201 -0.089
F 0.659 1.330 0.855 -0.112
F 0.943 0.902 -1.698 -0.549
C -0.718 -0.449 0.141 0.276
C 0.545 0.158 0.293 0.226
H 1.466 -0.408 0.228 0.327
```

Results
orbital gap (spin up / spin down)	7.332 / 7.340	eV
strongest force on any atom	4.750	eV/Å
calculated total energy	-30879.175	eV
charge	0
LUMO level (spin up / spin down)	-3.31 / -3.29	eV
highest occupied orbital energy (spin up / spin down)	-10.64 / -10.63	eV



Values for energy above the lowest of the compared OMol25 structures with the same formula, charge and spin, eV, ordered as above
3.754, 4.376, 0.017, 2.875